No. 1
Molecular formula: C30H76B2N5O27P5S
Method: DFT, ωB97M-V/def2-TZVPD

Output
Total charge = 0
Gap between HOMO and LUMO = 6.9 eV
Multiplicity = 1
Structure (SMILES) = CCB(O)[C@](CCCCSc1nnco1)(NB(C)O)[C@@H](C[C@@H](O)CN)OCON=O.COP(=O)(OC)OC.COP(=O)(OC)OC.COP(=O)(OC)OC.COP(=O)(OC)OC.COP(=O)(OC)OC

```
146
Properties=species:S:1:pos:R:3:lowdin_charge:R:1
C -0.76 4.11 -1.93 -0.10
C -0.86 2.97 -2.97 -0.12
B -1.36 1.55 -2.41 -0.40
O -2.14 0.84 -3.33 0.11
C -1.07 1.05 -0.93 -0.24
C -2.06 1.81 0.06 -0.10
C -3.41 2.27 -0.51 -0.19
C -4.39 1.14 -0.94 -0.25
C -5.82 1.68 -1.14 -0.44
S -6.55 2.24 0.44 1.00
C -8.30 2.13 0.38 -0.69
N -8.99 2.06 1.46 0.03
N -10.31 1.95 1.08 0.05
C -10.32 1.96 -0.19 -0.20
O -9.08 2.09 -0.74 0.04
N 0.26 1.45 -0.44 0.15
B 1.42 1.11 -1.22 -0.62
C 2.71 2.07 -1.10 0.01
O 1.57 -0.01 -2.04 0.14
C -1.32 -0.48 -0.61 -0.21
C -1.12 -1.51 -1.76 -0.06
C -2.48 -2.06 -2.29 -0.36
O -2.30 -2.61 -3.59 -0.04
C -2.99 -3.24 -1.41 -0.22
N -4.12 -3.92 -2.04 0.00
O -0.51 -0.96 0.48 -0.10
C -1.20 -1.19 1.66 -0.19
O -0.89 -0.14 2.63 -0.06
N 0.49 -0.13 2.74 -0.02
O 0.85 0.73 3.45 0.06
H -1.72 4.46 -1.54 0.06
H -0.30 4.98 -2.43 0.08
H -0.11 3.89 -1.07 0.06
H 0.10 2.81 -3.50 0.10
H -1.57 3.32 -3.75 0.11
H -1.61 0.70 -4.13 0.12
H -1.54 2.70 0.43 0.12
H -2.26 1.21 0.96 0.12
H -3.38 3.09 -1.25 0.12
H -3.95 2.74 0.34 0.08
H -4.11 0.67 -1.90 0.09
H -4.39 0.37 -0.16 0.11
H -6.46 0.91 -1.59 0.09
H -5.75 2.54 -1.82 0.09
H -11.18 1.88 -0.84 0.13
H 0.36 1.37 0.57 0.12
H 2.53 2.91 -0.43 0.06
H 3.12 2.36 -2.08 0.06
H 3.48 1.44 -0.60 0.07
H 1.99 0.31 -2.85 0.10
H -2.39 -0.56 -0.35 0.12
H -0.59 -2.40 -1.37 0.13
H -0.56 -1.17 -2.63 0.10
H -3.22 -1.24 -2.32 0.12
H -1.82 -1.98 -4.13 0.08
H -3.36 -2.78 -0.48 0.11
H -2.18 -3.96 -1.20 0.12
H -3.81 -4.51 -2.80 0.07
H -4.76 -3.25 -2.45 0.07
H -0.79 -2.10 2.12 0.13
H -2.28 -1.35 1.58 0.14
C 0.15 1.75 6.19 -0.11
O -0.50 0.87 7.12 -0.24
P -2.10 1.19 7.46 0.59
O -1.93 2.54 8.09 -0.27
O -2.16 -0.01 8.54 -0.25
C -1.17 -0.10 9.56 -0.11
O -3.73 1.12 7.26 -0.27
C -4.55 1.99 8.03 -0.12
H 1.01 1.23 5.77 0.07
H -0.52 2.03 5.38 0.08
H 0.50 2.64 6.71 0.09
H -0.83 0.89 9.87 0.09
H -0.32 -0.69 9.20 0.08
H -1.61 -0.60 10.41 0.09
H -4.48 3.01 7.66 0.09
H -4.28 1.96 9.09 0.09
H -5.58 1.65 7.92 0.09
C 1.99 -2.60 0.69 -0.10
O 3.00 -3.43 1.28 -0.23
P 3.26 -4.91 0.57 0.61
O 1.91 -5.52 0.83 -0.27
O 4.34 -5.32 1.70 -0.27
C 4.01 -5.18 3.08 -0.09
O 3.91 -6.01 -0.49 -0.29
C 3.35 -7.31 -0.57 -0.12
H 2.19 -1.57 0.96 0.08
H 2.00 -2.68 -0.40 0.08
H 1.01 -2.88 1.07 0.07
H 2.95 -5.37 3.26 0.09
H 4.28 -4.19 3.43 0.08
H 4.60 -5.92 3.63 0.09
H 2.38 -7.28 -1.07 0.09
H 3.25 -7.75 0.42 0.10
H 4.03 -7.92 -1.16 0.08
C 9.48 -4.18 1.59 -0.11
O 8.56 -5.24 1.32 -0.24
P 9.19 -6.63 0.65 0.59
O 9.67 -6.05 -0.65 -0.27
O 7.73 -7.30 0.54 -0.24
C 6.65 -6.58 -0.06 -0.09
O 9.89 -8.12 0.61 -0.27
C 10.34 -8.64 -0.64 -0.12
H 9.05 -3.54 2.36 0.08
H 10.44 -4.57 1.95 0.08
H 9.64 -3.59 0.68 0.09
H 7.00 -5.93 -0.86 0.10
H 6.14 -5.99 0.70 0.06
H 5.95 -7.29 -0.47 0.07
H 11.24 -8.13 -0.97 0.08
H 9.56 -8.55 -1.39 0.09
H 10.57 -9.69 -0.48 0.09
C -8.58 7.52 0.12 -0.11
O -7.26 8.06 -0.09 -0.26
P -5.97 7.00 0.11 0.67
O -6.26 6.83 1.58 -0.28
O -4.89 8.17 -0.16 -0.25
C -5.06 9.45 0.44 -0.10
O -4.74 5.86 0.10 -0.30
C -4.14 5.54 1.37 -0.12
H -9.29 8.15 -0.40 0.08
H -8.65 6.50 -0.26 0.08
H -8.81 7.53 1.19 0.09
H -5.53 9.37 1.42 0.09
H -5.66 10.09 -0.21 0.08
H -4.07 9.90 0.55 0.09
H -4.81 4.92 1.97 0.08
H -3.87 6.44 1.91 0.09
H -3.24 4.96 1.16 0.08
C 4.40 -1.42 -8.20 -0.11
O 4.75 -0.96 -6.89 -0.25
P 3.95 0.39 -6.32 0.64
O 4.50 1.33 -7.36 -0.27
O 4.85 0.39 -4.97 -0.26
C 6.27 0.22 -5.06 -0.10
O 2.91 1.46 -5.56 -0.30
C 3.09 2.85 -5.77 -0.12
H 4.66 -2.47 -8.28 0.09
H 3.33 -1.31 -8.38 0.08
H 4.96 -0.86 -8.94 0.09
H 6.66 0.67 -5.97 0.09
H 6.52 -0.84 -5.03 0.09
H 6.71 0.71 -4.19 0.09
H 2.76 3.14 -6.76 0.09
H 4.13 3.14 -5.61 0.09
H 2.46 3.36 -5.04 0.08
```


No. 2
Molecular formula: C30H77F6HgN8O11S2
Method: DFT, ωB97M-V/def2-TZVPD

Output
Total charge = +1
Gap between HOMO and LUMO = 5.9 eV
Energy above the lowest of the compared OMol25 structures with the same formula, charge and spin = 13.4 kcal per mole
Multiplicity = 1

```
135
Properties=species:S:1:pos:R:3:lowdin_charge:R:1
Hg -1.98 1.44 2.10 1.27
C -0.22 2.60 -1.70 -0.66
F -1.48 2.67 -2.08 0.17
F 0.59 2.59 -2.72 0.20
F 0.03 3.67 -0.95 0.12
S 0.14 1.05 -0.63 0.69
O 0.62 -0.02 -1.47 -0.26
O 1.01 1.50 0.42 -0.29
N -1.40 0.73 0.11 -0.40
S -2.24 -0.27 -0.79 0.60
O -3.61 -0.34 -0.29 -0.32
O -2.17 -0.04 -2.22 -0.27
C -1.63 -2.08 -0.45 -0.64
F -1.26 -2.62 -1.59 0.17
F -0.55 -2.10 0.35 0.11
F -2.60 -2.77 0.11 0.17
C 2.43 -3.39 -3.19 -0.08
C 3.73 -2.95 -3.90 -0.40
C 3.48 -1.71 -4.77 -0.23
O 4.73 -1.37 -5.33 -0.18
C 4.66 -0.11 -5.99 -0.11
N 4.67 -2.64 -2.80 0.02
H 1.87 -4.04 -3.88 0.08
H 1.77 -2.56 -2.96 0.07
H 2.65 -4.10 -2.40 0.06
H 4.11 -3.76 -4.52 0.13
H 3.02 -0.99 -4.09 0.11
H 2.77 -1.98 -5.57 0.13
H 4.31 -0.15 -7.03 0.09
H 5.70 0.20 -6.11 0.09
H 4.08 0.64 -5.44 0.08
H 4.21 -1.91 -2.22 0.01
H 5.39 -2.00 -3.14 0.06
C -0.53 -4.72 3.44 -0.05
C -1.08 -5.01 2.04 -0.43
C -0.04 -5.06 0.91 -0.23
O -0.65 -5.43 -0.29 -0.19
C 0.25 -5.40 -1.39 -0.09
N -1.79 -6.29 2.12 0.05
H 0.05 -3.80 3.48 0.04
H 0.17 -5.54 3.62 0.09
H -1.32 -4.74 4.18 0.09
H -1.75 -4.25 1.62 0.10
H 0.69 -5.86 1.10 0.13
H 0.65 -4.20 0.88 0.11
H -0.25 -5.74 -2.29 0.10
H 1.12 -6.04 -1.19 0.10
H 0.62 -4.39 -1.53 0.05
H -1.36 -7.02 2.66 0.07
H -1.86 -6.61 1.16 0.07
C -0.97 5.81 2.39 -0.03
C -1.71 4.46 2.30 -0.39
C -2.83 4.51 1.27 -0.15
O -3.34 3.16 1.07 -0.29
C -4.39 3.05 0.13 -0.08
N -0.71 3.46 1.86 0.02
H -1.67 6.65 2.45 0.09
H -0.29 5.95 1.56 0.08
H -0.46 5.78 3.36 0.09
H -2.21 4.12 3.21 0.14
H -2.58 4.86 0.27 0.14
H -3.61 5.13 1.73 0.14
H -4.15 3.55 -0.81 0.10
H -5.31 3.53 0.48 0.11
H -4.59 2.00 -0.11 0.07
H 0.18 3.66 2.31 0.07
H -0.50 3.67 0.89 0.06
C 3.25 5.88 4.49 -0.05
C 3.68 5.71 3.00 -0.42
C 2.65 4.88 2.23 -0.20
O 2.39 3.67 2.91 -0.22
C 3.23 2.61 2.54 -0.10
N 3.76 7.01 2.38 0.03
H 2.22 6.25 4.61 0.07
H 3.80 6.73 4.89 0.07
H 3.32 4.94 5.03 0.07
H 4.65 5.21 2.94 0.14
H 2.96 4.67 1.20 0.14
H 1.72 5.45 2.12 0.09
H 3.10 1.70 3.12 0.07
H 4.28 2.90 2.58 0.10
H 2.97 2.19 1.56 0.06
H 2.89 7.51 2.28 0.07
H 4.38 7.65 2.86 0.08
C -8.31 -1.36 -5.11 -0.07
C -7.29 -0.38 -5.72 -0.41
C -6.21 -0.09 -4.68 -0.24
O -6.80 0.27 -3.45 -0.18
C -5.86 0.65 -2.46 -0.10
N -6.68 -0.98 -6.95 0.03
H -9.00 -0.95 -4.38 0.07
H -7.81 -2.19 -4.60 0.08
H -8.88 -1.78 -5.94 0.07
H -7.77 0.53 -6.07 0.14
H -5.52 0.70 -5.04 0.12
H -5.43 -0.85 -4.58 0.13
H -5.65 -0.17 -1.77 0.07
H -6.38 1.39 -1.83 0.08
H -4.98 1.09 -2.93 0.08
H -7.50 -0.96 -7.55 0.06
H -6.50 -1.96 -6.75 0.07
C 3.05 -2.01 0.56 -0.05
C 3.87 -0.78 0.19 -0.39
C 5.38 -1.02 0.34 -0.19
O 5.94 -0.29 1.42 -0.18
C 5.75 -0.92 2.68 -0.10
N 3.57 -0.43 -1.22 0.03
H 2.00 -1.71 0.68 0.05
H 3.37 -2.40 1.52 0.07
H 3.00 -2.77 -0.22 0.08
H 3.58 0.10 0.78 0.11
H 5.92 -0.66 -0.54 0.12
H 5.67 -2.08 0.28 0.13
H 4.73 -1.30 2.76 0.06
H 5.86 -0.22 3.51 0.09
H 6.52 -1.68 2.82 0.10
H 4.02 0.43 -1.52 0.10
H 2.60 -0.11 -1.24 0.03
C 1.28 -1.05 3.62 -0.04
C -0.01 -0.51 3.05 -0.41
C -1.19 -1.45 3.36 -0.18
O -2.33 -0.91 2.70 -0.30
C -3.49 -1.80 2.83 -0.01
N -0.23 0.86 3.60 0.02
H 2.14 -0.43 3.37 0.07
H 1.52 -1.99 3.11 0.07
H 1.28 -1.26 4.69 0.10
H 0.04 -0.39 1.97 0.08
H -1.34 -1.41 4.45 0.15
H -0.93 -2.46 3.05 0.08
H -4.26 -1.37 2.19 0.09
H -3.88 -1.79 3.84 0.10
H -3.12 -2.78 2.54 0.08
H -0.16 0.78 4.62 0.11
H 0.59 1.45 3.51 0.08
```


No. 3
Molecular formula: C30H78N2O10
Method: DFT, ωB97M-V/def2-TZVPD

Output
Total charge = 0
Gap between HOMO and LUMO = 9.5 eV
Energy above the lowest of the compared OMol25 structures with the same formula, charge and spin = 73.7 kcal per mole
Multiplicity = 1
Structure (SMILES) = COCCNCCOC.COCCNCCOC.CC(C)O.CC(C)O.CC(C)O.CC(C)O.CC(C)O.CC(C)O

```
120
Properties=species:S:1:pos:R:3:lowdin_charge:R:1
C -4.31 -17.07 13.03 -0.11
O -4.14 -17.83 14.18 -0.18
C -4.37 -17.21 15.38 -0.28
C -3.58 -17.86 16.48 -0.19
N -4.05 -17.39 17.79 -0.06
C -3.12 -17.75 18.84 -0.20
C -3.70 -17.34 20.17 -0.19
O -4.89 -18.11 20.49 -0.20
C -5.87 -17.29 21.06 -0.13
H -3.58 -16.25 12.86 0.09
H -5.32 -16.67 13.04 0.09
H -4.03 -17.70 12.19 0.07
H -5.50 -17.18 15.58 0.16
H -4.15 -16.17 15.32 0.09
H -2.47 -17.44 16.45 0.14
H -3.57 -18.92 16.22 0.11
H -4.92 -17.84 18.08 0.13
H -2.19 -17.27 18.65 0.10
H -3.04 -18.83 18.75 0.11
H -4.03 -16.30 20.12 0.11
H -3.05 -17.47 21.04 0.12
H -6.82 -17.71 20.76 0.08
H -5.84 -16.33 20.54 0.08
H -5.83 -17.17 22.19 0.10
C -0.13 -14.70 20.35 -0.09
O 0.95 -15.60 20.34 -0.23
C 1.73 -15.68 21.52 -0.19
C 2.99 -16.38 21.09 -0.22
N 3.69 -15.64 20.07 -0.08
C 4.95 -15.12 20.58 -0.22
C 5.60 -14.33 19.46 -0.18
O 4.82 -13.15 19.13 -0.24
C 5.32 -11.95 19.60 -0.13
H -0.14 -14.20 19.37 0.06
H 0.02 -13.89 21.13 0.11
H -1.13 -15.14 20.55 0.10
H 1.15 -16.14 22.29 0.11
H 1.86 -14.65 21.91 0.13
H 2.79 -17.37 20.57 0.12
H 3.71 -16.66 21.87 0.12
H 3.12 -14.86 19.68 0.12
H 5.53 -16.02 20.89 0.13
H 4.73 -14.52 21.50 0.13
H 5.70 -14.99 18.56 0.14
H 6.60 -14.01 19.78 0.12
H 4.49 -11.34 19.96 0.09
H 5.82 -11.38 18.81 0.09
H 5.95 -12.05 20.53 0.11
C -0.47 -22.13 16.02 -0.06
C -1.77 -21.43 16.35 -0.47
C -2.97 -22.29 16.16 -0.06
O -1.82 -21.09 17.79 -0.09
H 0.45 -21.51 16.02 0.08
H -0.50 -22.54 15.01 0.07
H -0.29 -23.01 16.68 0.09
H -1.88 -20.48 15.78 0.13
H -3.88 -21.83 16.46 0.06
H -2.91 -23.27 16.64 0.09
H -3.03 -22.58 15.07 0.10
H -1.21 -20.34 17.79 0.06
C 0.20 -20.10 11.22 -0.06
C -0.85 -20.41 12.23 -0.46
C -2.16 -19.64 11.93 -0.04
O -0.99 -21.82 12.08 -0.06
H 1.13 -20.63 11.53 0.10
H 0.51 -19.11 11.26 0.06
H -0.03 -20.31 10.23 0.07
H -0.48 -20.18 13.21 0.11
H -2.41 -19.69 10.91 0.06
H -2.01 -18.59 12.14 0.07
H -3.09 -19.85 12.47 0.08
H -1.76 -22.17 12.54 0.08
C 3.28 -14.63 14.89 -0.06
C 3.82 -13.39 15.61 -0.52
C 2.85 -12.98 16.68 -0.07
O 5.06 -13.68 16.16 -0.05
H 2.35 -14.58 14.29 0.08
H 3.12 -15.45 15.57 0.04
H 4.12 -15.00 14.25 0.09
H 4.00 -12.58 14.82 0.16
H 3.24 -12.16 17.31 0.08
H 2.44 -13.79 17.29 0.08
H 1.98 -12.56 16.15 0.07
H 5.04 -13.56 17.14 0.06
C -1.38 -20.31 22.50 -0.05
C -0.36 -20.22 21.36 -0.50
C 0.35 -21.51 21.02 -0.05
O -0.99 -19.70 20.19 -0.07
H -2.15 -19.52 22.44 0.07
H -0.91 -20.30 23.53 0.09
H -1.93 -21.26 22.38 0.08
H 0.35 -19.47 21.66 0.12
H -0.24 -22.38 20.80 0.07
H 1.16 -21.69 21.74 0.09
H 0.79 -21.30 20.03 0.08
H -1.39 -20.48 19.74 0.07
C -1.55 -14.89 14.99 -0.04
C -1.65 -14.53 16.50 -0.54
C -1.18 -13.10 16.89 -0.04
O -2.89 -14.61 17.06 -0.05
H -1.73 -15.99 14.80 0.07
H -0.53 -14.63 14.65 0.07
H -2.32 -14.30 14.46 0.08
H -0.99 -15.22 17.07 0.11
H -0.11 -12.94 16.66 0.05
H -1.22 -13.02 18.04 0.09
H -1.83 -12.37 16.40 0.08
H -3.26 -15.52 16.97 0.06
C 2.09 -18.74 17.74 -0.06
C 1.30 -17.67 17.08 -0.54
C 0.85 -18.08 15.70 -0.04
O 0.17 -17.37 17.83 -0.06
H 2.55 -18.46 18.70 0.06
H 3.09 -19.03 17.16 0.13
H 1.53 -19.66 17.92 0.07
H 1.99 -16.76 16.91 0.14
H 0.28 -19.02 15.84 0.07
H 1.65 -18.33 15.01 0.09
H 0.19 -17.40 15.25 0.05
H 0.49 -16.85 18.62 0.09
```